{
  "formula": "C17H19N5O3",
  "method": "wB97M-V/def2-TZVPD",
  "smiles": "N[C@@H](Cc1c[nH]cn1)C(=O)N[C@@H](Cc1c[nH]c2ccccc12)C(=O)O",
  "max_force_ev_per_a": 7.04,
  "spin_multiplicity": 1,
  "e_tot_ha": -1158.62207,
  "de_lowest_kj_mol": 443.30,
  "orbital_gap_ev": 8.5,
  "total_charge": 0,
  "homo_ev": -8.111,
  "elements": ["N", "C", "C", "C", "C", "N", "C", "N", "C", "O", "N", "C", "C", "C", "C", "N", "C", "C", "C", "C", "C", "C", "C", "O", "O", "H", "H", "H", "H", "H", "H", "H", "H", "H", "H", "H", "H", "H", "H", "H", "H", "H", "H", "H"],
  "positions_angstrom": [[4.366, -0.118, -0.639], [3.123, -0.008, -1.428], [2.142, -1.226, -1.328], [1.765, -1.692, 0.050], [0.672, -2.056, 0.735], [1.132, -2.796, 1.782], [2.467, -2.688, 1.868], [2.921, -2.019, 0.847], [2.345, 1.382, -0.874], [3.024, 2.443, -0.867], [1.171, 1.159, -0.297], [0.250, 2.139, 0.239], [-0.902, 2.271, -0.711], [-1.461, 0.936, -1.149], [-1.005, 0.071, -2.164], [-1.850, -0.967, -2.268], [-2.852, -0.817, -1.297], [-3.984, -1.541, -0.960], [-4.674, -1.254, 0.227], [-4.170, -0.280, 1.075], [-3.024, 0.436, 0.732], [-2.352, 0.105, -0.438], [-0.183, 1.857, 1.705], [-0.326, 0.786, 2.252], [-0.422, 2.998, 2.429], [4.522, 0.725, -0.311], [4.169, -0.817, 0.165], [3.481, 0.164, -2.496], [1.230, -0.897, -1.952], [2.669, -2.099, -1.786], [-0.352, -1.908, 0.606], [0.511, -3.283, 2.437], [2.884, -2.963, 2.832], [1.020, 0.104, 0.127], [0.943, 2.944, 0.155], [-0.600, 2.786, -1.711], [-1.585, 3.071, -0.299], [-0.322, 0.130, -2.979], [-2.118, -1.355, -3.127], [-4.202, -2.433, -1.505], [-5.592, -1.698, 0.577], [-4.541, 0.069, 2.035], [-2.829, 1.324, 1.373], [-0.616, 3.692, 1.676]]
}



{
  "formula": "C2H4S2",
  "method": "wB97M-V/def2-TZVPD",
  "smiles": "CC(=S)S",
  "max_force_ev_per_a": 0.94,
  "spin_multiplicity": 1,
  "e_tot_ha": -874.96014,
  "de_lowest_kj_mol": 0.00,
  "orbital_gap_ev": 8.5,
  "total_charge": 0,
  "homo_ev": -8.714,
  "elements": ["C", "C", "S", "S", "H", "H", "H", "H"],
  "positions_angstrom": [[-0.885, 0.587, 0.065], [0.480, -0.003, -0.019], [1.818, 0.917, 0.078], [0.470, -1.746, -0.195], [-1.645, -0.094, -0.313], [-1.109, 0.812, 1.110], [-0.917, 1.523, -0.487], [1.788, -1.997, -0.238]]
}



{
  "formula": "C3H5N3O",
  "method": "wB97M-V/def2-TZVPD",
  "smiles": "[H]/N=C\\C(=O)/C=N/N",
  "max_force_ev_per_a": 4.59,
  "spin_multiplicity": 1,
  "e_tot_ha": -356.64938,
  "de_lowest_kj_mol": 546.08,
  "orbital_gap_ev": [6.8, 6.8],
  "total_charge": 0,
  "homo_ev": [-7.870, -7.871],
  "elements": ["H", "N", "C", "C", "O", "C", "N", "N", "H", "H", "H", "H"],
  "positions_angstrom": [[-2.280, 0.822, 1.191], [-2.020, 1.320, 0.336], [-1.097, 0.747, -0.292], [-0.894, -1.100, -0.418], [-1.777, -1.720, -0.927], [0.369, -1.154, 0.136], [0.704, 0.122, 0.493], [1.965, 0.462, 0.242], [-0.711, 1.190, -1.215], [0.974, -2.023, 0.376], [2.541, -0.067, -0.407], [2.227, 1.403, 0.487]]
}